# 1
DFT (ωB97M-V/def2-TZVPD) results for 2 unconnected molecules or ions with the total composition C3H11N2.

Summary:
Kohn-Sham gap in eV: 11.66
LUMO energy in eV: -3.570
HOMO in eV: -15.2

```
! wB97M-V def2-TZVPD RIJCOSX def2/J DEFGRID3
* xyz 1 1
C -2.24 -0.35 -0.79
N -1.26 -1.06 0.03
H -1.95 -0.19 -1.79
H -2.25 0.66 -0.35
H -3.15 -1.00 -0.72
H -1.00 -1.90 -0.53
H -0.44 -0.36 0.17
H -1.54 -1.50 0.96
C 1.91 -0.29 0.71
C 1.12 1.61 -0.18
N 0.75 0.45 0.31
H 1.59 -1.27 1.11
H 2.55 -0.50 -0.13
H 2.43 0.30 1.45
H 0.42 2.26 -0.73
H 2.17 1.95 -0.31
*
```


# 2
DFT (ωB97M-V/def2-TZVPD) results for 2 unconnected molecules or ions with the total composition C3H11N2O.

Summary:
Kohn-Sham gap in eV: 7.18
LUMO energy in eV: 4.375
HOMO in eV: -2.8

```
! wB97M-V def2-TZVPD RIJCOSX def2/J DEFGRID3
* xyz -1 1
N 0.11 3.30 -0.39
C 0.40 2.00 -1.08
O 0.13 0.96 -0.30
H 0.66 4.06 -0.78
H 0.38 3.17 0.58
H -0.21 2.03 -2.02
H 1.47 2.02 -1.41
C 0.58 -2.30 0.02
C -0.41 -1.84 1.08
N -1.52 -1.15 0.44
H 0.98 -1.41 -0.47
H 1.40 -2.89 0.42
H 0.06 -2.87 -0.75
H -0.80 -2.70 1.64
H 0.13 -1.19 1.78
H -2.22 -0.93 1.14
H -1.15 -0.25 0.09
*
```


# 3
DFT (ωB97M-V/def2-TZVPD) results for 2 unconnected molecules or ions with the total composition C3H11N2O.

Summary:
Kohn-Sham gap (spin up / spin down) in eV: 4.03 / 11.09
LUMO energy (spin up / spin down) in eV: 0.700 / 0.564
HOMO (spin up / spin down) in eV: -3.3 / -10.5

```
! wB97M-V def2-TZVPD RIJCOSX def2/J DEFGRID3
* xyz 0 2
C -1.25 0.64 1.42
N -0.95 1.80 0.34
H -0.69 1.34 -0.59
H -0.03 2.28 0.57
H -1.64 2.59 0.44
H -0.99 0.46 2.50
H -2.33 0.50 1.48
H -0.52 -0.05 0.98
C 1.14 -1.88 -0.05
C 1.18 -0.48 -0.66
O 1.28 0.58 -0.04
N 0.60 -0.38 -1.89
H 1.27 -2.69 -0.76
H 0.19 -2.09 0.48
H 0.49 0.47 -2.43
H 0.45 -1.12 -2.63
H 1.78 -1.99 0.82
*
```


# 4
DFT (ωB97M-V/def2-TZVPD) results for 2 unconnected molecules or ions with the total composition C3H11N2O.

Summary:
Kohn-Sham gap (spin up / spin down) in eV: 3.82 / 9.42
LUMO energy (spin up / spin down) in eV: 0.607 / 0.566
HOMO (spin up / spin down) in eV: -3.2 / -8.9

```
! wB97M-V def2-TZVPD RIJCOSX def2/J DEFGRID3
* xyz 0 2
C 0.36 -1.07 -0.35
C -0.72 -0.90 -1.16
N -1.31 0.23 -1.61
N 0.58 -2.48 0.10
H 1.07 -0.40 0.12
H -1.16 -1.83 -1.57
H -2.17 0.11 -2.14
H -1.21 1.13 -1.17
H 0.30 -2.62 1.08
H 1.56 -2.74 0.02
H 0.04 -3.12 -0.48
C 0.07 2.26 1.19
O 1.41 1.75 1.23
H -0.60 1.42 1.30
H -0.09 3.00 1.98
H -0.13 2.76 0.24
H 1.99 2.51 1.22
*
```


# 5
DFT (ωB97M-V/def2-TZVPD) results for 2 unconnected molecules or ions with the total composition C3H11N2O.

Summary:
Kohn-Sham gap in eV: 11.12
LUMO energy in eV: -2.979
HOMO in eV: -14.1

```
! wB97M-V def2-TZVPD RIJCOSX def2/J DEFGRID3
* xyz 1 1
C -0.41 0.95 2.27
N 0.50 0.59 1.14
C 0.74 1.69 0.17
H -0.39 0.15 3.00
H -0.06 1.87 2.72
H -1.41 1.06 1.88
H 0.12 -0.22 0.62
H 1.40 0.27 1.51
H -0.21 1.96 -0.28
H 1.40 1.32 -0.61
H 1.19 2.53 0.67
C -0.37 -1.53 -1.79
N -0.66 -2.80 -2.31
O -0.59 -1.25 -0.64
H 0.06 -0.78 -2.49
H -1.45 -2.74 -2.95
H 0.12 -3.08 -2.91
*
```


# 6
DFT (ωB97M-V/def2-TZVPD) results for 2 unconnected molecules or ions with the total composition C3H11N2O.

Summary:
Kohn-Sham gap in eV: 11.06
LUMO energy in eV: -3.682
HOMO in eV: -14.7

```
! wB97M-V def2-TZVPD RIJCOSX def2/J DEFGRID3
* xyz 1 1
C -2.65 -1.31 -0.07
C -1.27 -1.83 0.38
N -0.39 -0.74 0.91
C 0.24 0.10 0.16
N 0.73 1.30 0.44
H -3.02 -0.84 0.86
H -3.24 -2.18 -0.32
H -2.49 -0.49 -0.76
H -0.65 -2.27 -0.41
H -1.21 -2.55 1.19
H -0.43 -0.66 1.93
H 0.33 -0.25 -0.86
H 0.48 1.78 1.29
H 1.65 1.50 0.07
H 4.36 3.09 -0.99
H 3.93 2.57 -2.35
O 3.62 2.77 -1.47
*
```


# 7
DFT (ωB97M-V/def2-TZVPD) results for 2 unconnected molecules or ions with the total composition C3H11N2O.

Summary:
Kohn-Sham gap in eV: 11.05
LUMO energy in eV: -3.021
HOMO in eV: -14.1

```
! wB97M-V def2-TZVPD RIJCOSX def2/J DEFGRID3
* xyz 1 1
C 2.18 1.13 -0.37
C 0.69 0.99 -0.76
O 0.09 0.16 -0.06
N 0.14 1.67 -1.75
H 2.50 0.10 -0.21
H 2.33 1.87 0.39
H -0.64 1.16 -2.14
H 0.61 2.35 -2.33
H 2.79 1.54 -1.17
C -2.11 -1.87 0.97
N -0.75 -1.64 1.65
H -0.22 -1.21 0.86
H -0.79 -0.95 2.41
H -0.35 -2.48 2.06
H -2.32 -1.00 0.34
H -2.89 -1.76 1.73
H -2.02 -2.78 0.42
*
```


# 8
DFT (ωB97M-V/def2-TZVPD) results for 2 unconnected molecules or ions with the total composition C3H11N2O.

Summary:
Kohn-Sham gap in eV: 11.65
LUMO energy in eV: -3.338
HOMO in eV: -15.0

```
! wB97M-V def2-TZVPD RIJCOSX def2/J DEFGRID3
* xyz 1 1
C -1.84 1.54 -0.33
C -1.11 0.54 0.56
N 1.09 -1.34 -1.68
C 0.22 -0.45 -1.24
N 0.05 -0.16 0.01
H -1.21 2.30 -0.79
H -2.51 1.16 -1.10
H -2.48 2.11 0.35
H -0.76 1.13 1.40
H -1.83 -0.20 0.89
H 1.60 -1.93 -1.05
H 1.35 -1.41 -2.64
H -0.42 0.01 -1.99
H 0.82 -0.39 0.65
H 2.06 -0.51 2.91
H 2.93 -1.22 1.86
O 2.03 -1.19 2.21
*
```


# 9
DFT (ωB97M-V/def2-TZVPD) results for 2 unconnected molecules or ions with the total composition C3H11N2O2.

Summary:
Kohn-Sham gap in eV: 6.88
LUMO energy in eV: 3.940
HOMO in eV: -2.9

```
! wB97M-V def2-TZVPD RIJCOSX def2/J DEFGRID3
* xyz -1 1
C -0.78 -0.32 0.00
N 0.67 -0.07 -0.04
C 1.35 -0.37 1.36
O 0.53 -0.46 2.37
C -1.56 0.76 -0.75
N -1.95 1.92 0.05
H -0.99 -1.28 -0.49
H -1.12 -0.39 1.03
H 0.77 0.92 -0.27
H 1.90 -1.31 1.13
H 2.08 0.46 1.41
H -0.97 1.05 -1.61
H -2.46 0.32 -1.21
H -2.70 1.65 0.67
H -1.17 2.16 0.67
H 1.30 -1.06 -1.51
H 0.66 -1.08 -2.90
O 1.48 -1.35 -2.46
*
```


# 10
DFT (ωB97M-V/def2-TZVPD) results for a single C3H11N2O2P molecule.

Summary:
Kohn-Sham gap (spin up / spin down) in eV: 4.89 / 6.54
LUMO energy (spin up / spin down) in eV: 0.895 / -2.610
HOMO (spin up / spin down) in eV: -4.0 / -9.1

```
! wB97M-V def2-TZVPD RIJCOSX def2/J DEFGRID3
* xyz 0 3
C -2.07 0.93 0.97
C -0.65 0.34 1.05
C -0.49 -0.95 0.27
N 0.77 -1.44 0.02
N 1.66 -0.98 -1.13
O 2.91 1.13 -0.55
O 2.43 0.65 -2.93
P 1.68 0.69 -1.41
H -2.25 0.86 -0.10
H -2.80 0.28 1.49
H -2.17 1.97 1.28
H -0.38 0.21 2.04
H 0.08 1.13 0.70
H -1.00 -1.73 0.74
H -1.04 -0.85 -0.73
H 1.29 -1.66 0.81
H 1.76 -1.61 -1.87
H 3.74 0.68 -0.64
H 1.74 0.46 -3.51
*
```


# 11
DFT (ωB97M-V/def2-TZVPD) results for 2 unconnected molecules or ions with the total composition C3H11N2O2S.

Summary:
Kohn-Sham gap in eV: 9.90
LUMO energy in eV: -3.123
HOMO in eV: -13.0

```
! wB97M-V def2-TZVPD RIJCOSX def2/J DEFGRID3
* xyz 1 1
N -1.00 0.09 0.63
C 0.10 -0.23 -0.44
C -0.26 -1.27 -1.50
S -0.83 -0.60 -3.14
C 1.15 -0.86 0.50
N 2.49 -0.65 0.38
O 0.58 -1.48 1.42
H -1.99 0.07 0.30
H -0.89 -0.49 1.47
H -0.79 1.02 1.05
H 0.55 0.74 -0.95
H 0.61 -1.95 -1.50
H -1.05 -1.90 -1.11
H 0.22 -1.25 -3.74
H 3.17 -1.23 1.04
H 3.02 -0.13 -0.34
H -1.28 3.66 1.32
H -2.12 3.52 2.70
O -1.69 2.93 1.90
*
```


# 12
DFT (ωB97M-V/def2-TZVPD) results for 4 unconnected molecules or ions with the total composition C3H11N2O3.

Summary:
Kohn-Sham gap in eV: 11.05
LUMO energy in eV: -2.712
HOMO in eV: -13.8

```
! wB97M-V def2-TZVPD RIJCOSX def2/J DEFGRID3
* xyz 1 1
C 1.14 -1.81 1.78
C 0.32 -0.95 2.46
N -0.55 -0.47 1.51
C -0.19 -0.90 0.30
N 0.76 -1.82 0.47
H 2.06 -2.32 2.08
H 0.16 -0.65 3.48
H -1.14 0.35 1.64
H -0.62 -0.51 -0.59
H 0.99 -2.34 -0.37
H 1.41 -0.73 -2.59
H -0.09 -0.70 -2.89
O 0.56 -0.98 -2.22
H 0.84 2.21 -2.84
H 0.64 3.18 -1.61
O 0.35 2.37 -2.02
H -1.95 2.11 -0.29
H -2.59 2.27 1.14
O -2.09 1.69 0.56
*
```


# 13
DFT (ωB97M-V/def2-TZVPD) results for 2 unconnected molecules or ions with the total composition C3H11N2P2.

Summary:
Kohn-Sham gap (spin up / spin down) in eV: 6.77 / 8.21
LUMO energy (spin up / spin down) in eV: -5.937 / -4.767
HOMO (spin up / spin down) in eV: -12.7 / -13.0

```
! wB97M-V def2-TZVPD RIJCOSX def2/J DEFGRID3
* xyz 1 1
C 4.25 0.18 0.06
C -2.16 1.47 -0.17
C -1.78 -1.10 1.26
N 1.66 0.82 0.16
N -1.55 -0.87 -1.46
P 2.48 -0.40 -0.20
P -1.13 -0.04 -0.08
H 4.27 1.11 0.61
H 4.77 -0.62 0.60
H 4.70 0.30 -0.93
H -1.95 2.10 0.69
H -3.21 1.18 -0.17
H -1.92 2.03 -1.07
H -2.45 -0.51 1.88
H -0.98 -1.49 1.88
H -2.33 -1.94 0.82
H -1.27 -1.84 -1.53
H -1.42 -0.40 -2.35
*
```


# 14
DFT (ωB97M-V/def2-TZVPD) results for a gas-phase ion, C3H11N2S (charge +1).

Summary:
Kohn-Sham gap in eV: 10.40
LUMO energy in eV: -3.339
HOMO in eV: -13.7

```
! wB97M-V def2-TZVPD RIJCOSX def2/J DEFGRID3
* xyz 1 1
C 2.11 -0.59 -1.37
C 0.52 -0.59 -1.22
N 0.27 -0.12 0.20
C -1.16 -0.05 0.71
N -1.32 0.42 2.19
S -2.20 0.99 -0.44
H 2.31 0.44 -1.82
H 2.64 -0.65 -0.32
H 2.30 -1.46 -1.97
H 0.18 -1.67 -1.38
H -0.08 0.08 -1.76
H 0.85 0.74 0.35
H 0.72 -0.66 0.97
H -1.73 -0.90 0.61
H -2.27 0.67 2.50
H -0.83 1.31 2.34
H -2.30 2.03 0.39
*
```


# 15
DFT (ωB97M-V/def2-TZVPD) results for 2 unconnected molecules or ions with the total composition C3H11N2S2.

Summary:
Kohn-Sham gap (spin up / spin down) in eV: 4.53 / 9.49
LUMO energy (spin up / spin down) in eV: 0.643 / 0.634
HOMO (spin up / spin down) in eV: -3.9 / -8.9

```
! wB97M-V def2-TZVPD RIJCOSX def2/J DEFGRID3
* xyz 0 2
N -3.14 -0.68 2.59
C -1.86 -0.70 2.22
N -1.45 -0.65 0.97
H -3.94 -0.87 1.96
H -3.35 -0.87 3.59
H -1.18 -0.80 3.02
H -0.43 -0.44 0.80
H -2.16 -0.33 0.34
C -0.13 -0.29 -2.32
S 1.63 -0.15 -1.93
S 1.49 0.24 0.14
C 0.77 1.90 0.20
H -0.43 -1.12 -1.67
H -0.79 0.56 -2.15
H -0.20 -0.53 -3.48
H -0.22 1.97 -0.28
H 0.75 2.19 1.24
H 1.48 2.60 -0.36
*
```


Max |F| values (in eV/Å) by entry order: 5.164, 0.509, 3.679, 1.608, 0.597, 2.820, 3.369, 0.733, 0.886, 5.430, 4.052, 2.213, 2.255, 5.484, 4.442.